A:
Formula: C14H42O7
Source: OMol25
Level of theory: ωB97M-V/def2-TZVPD

Atoms and positions in Å:
C1 24.56 4.16 4.47
C2 25.62 4.83 5.37
O1 26.08 6.13 4.91
H1 24.86 3.14 4.23
H2 24.42 4.64 3.51
H3 23.57 4.10 4.93
H4 26.53 4.22 5.41
H5 25.17 4.89 6.35
H6 26.46 6.57 5.68
C3 28.73 0.21 4.18
C4 30.00 0.38 4.97
O2 29.95 1.63 5.53
H7 28.87 0.46 3.13
H8 27.96 0.88 4.57
H9 28.33 -0.80 4.14
H10 30.82 0.38 4.26
H11 30.12 -0.38 5.75
H12 29.95 2.28 4.83
C5 30.35 3.83 0.95
C6 29.60 4.98 1.64
O3 29.41 4.74 3.04
H13 31.32 3.62 1.39
H14 30.60 4.20 -0.04
H15 29.67 2.97 0.87
H16 28.60 5.08 1.21
H17 30.11 5.93 1.48
H18 28.65 5.23 3.35
C7 34.28 1.08 10.23
C8 32.95 1.33 9.63
O4 32.84 2.54 8.88
H19 34.50 1.66 11.13
H20 35.13 1.11 9.55
H21 34.34 0.09 10.68
H22 32.14 1.33 10.35
H23 32.77 0.44 9.02
H24 32.03 2.51 8.37
C9 25.61 -3.85 1.69
C10 24.17 -4.20 1.50
O5 23.34 -3.10 1.90
H25 25.89 -2.97 1.11
H26 26.39 -4.55 1.41
H27 25.86 -3.54 2.71
H28 23.93 -5.04 2.15
H29 23.96 -4.41 0.45
H30 22.48 -3.32 1.51
C11 36.39 2.30 4.25
C12 35.22 2.29 5.25
O6 35.27 3.48 6.00
H31 37.42 2.34 4.62
H32 36.28 3.17 3.61
H33 36.43 1.39 3.65
H34 35.34 1.50 5.98
H35 34.24 2.24 4.77
H36 34.71 3.32 6.76
C13 24.43 -3.54 6.83
C14 24.00 -2.99 8.14
O7 22.63 -3.34 8.38
H37 23.69 -3.50 6.02
H38 25.01 -4.46 6.93
H39 25.15 -2.82 6.43
H40 24.06 -1.92 8.29
H41 24.62 -3.37 8.95
H42 22.45 -3.04 9.27

Output
**SMILES string**: CCO.CCO.CCO.CCO.CCO.CCO.CCO
**Gap between HOMO and LUMO**: 0.38273 hartree
**Net charge**: 0
**Multiplicity**: 1
**Lowest unoccupied orbital energy**: 0.50 eV


B:
Formula: C14H42O7
Source: OMol25
Level of theory: ωB97M-V/def2-TZVPD

Atoms and positions in Å:
C1 1.22 -1.34 0.48
C2 -0.20 -1.39 -0.09
O1 -0.37 -0.41 -1.11
H1 1.36 -2.05 1.30
H2 1.59 -0.36 0.77
H3 1.90 -1.67 -0.31
H4 -0.85 -1.10 0.75
H5 -0.46 -2.40 -0.39
H6 -0.46 0.42 -0.65
C3 -4.11 -3.08 -3.19
C4 -3.06 -2.82 -2.13
O2 -1.83 -2.47 -2.79
H7 -4.38 -2.14 -3.66
H8 -5.00 -3.35 -2.60
H9 -3.79 -3.85 -3.89
H10 -2.96 -3.61 -1.38
H11 -3.32 -1.91 -1.57
H12 -1.21 -2.08 -2.16
C5 -2.45 0.84 -4.21
C6 -3.44 1.81 -3.58
O3 -2.81 3.10 -3.47
H13 -1.58 0.80 -3.56
H14 -2.24 1.12 -5.25
H15 -2.81 -0.19 -4.31
H16 -3.69 1.42 -2.60
H17 -4.32 1.98 -4.20
H18 -3.03 3.62 -4.24
C7 2.63 0.52 -3.45
C8 1.59 1.64 -3.56
O4 2.31 2.88 -3.86
H19 2.50 -0.14 -4.31
H20 2.42 -0.05 -2.54
H21 3.64 0.91 -3.45
H22 1.03 1.93 -2.66
H23 0.90 1.45 -4.38
H24 1.65 3.55 -4.06
C9 0.98 0.27 4.26
C10 1.13 0.55 5.74
O5 -0.15 0.80 6.30
H25 0.95 1.22 3.72
H26 0.03 -0.26 4.13
H27 1.77 -0.26 3.73
H28 1.79 1.40 5.93
H29 1.56 -0.36 6.20
H30 -0.03 1.37 7.06
C11 2.68 -2.81 4.53
C12 3.71 -3.74 5.13
O6 3.06 -4.81 5.82
H31 2.09 -2.34 5.32
H32 2.09 -3.30 3.76
H33 3.16 -1.96 4.05
H34 4.39 -3.19 5.79
H35 4.27 -4.20 4.30
H36 3.57 -5.02 6.61
C13 -0.89 4.21 0.59
C14 -0.36 3.69 -0.72
O7 1.07 3.58 -0.67
H37 -0.77 3.47 1.38
H38 -1.96 4.41 0.53
H39 -0.39 5.13 0.87
H40 -0.75 4.29 -1.54
H41 -0.73 2.68 -0.94
H42 1.39 3.66 -1.57

Output
**SMILES string**: CCO.CCO.CCO.CCO.CCO.CCO.CCO
**Gap between HOMO and LUMO**: 0.38811 hartree
**Net charge**: 0
**Multiplicity**: 1
**Lowest unoccupied orbital energy**: 0.60 eV


Most stable structure, least stable structure: B, A.